This record from the OMol25 dataset describes a single C19H23N3O5 molecule at a distorted geometry. The level of theory is ωB97M-V with the def2-TZVPD basis set.

**SMILES string**: COc1ccc(/C=C(\C#N)C(=O)OCC(=O)NC(=O)NCCC(C)C)cc1
**E_LUMO**: -0.9 eV
**ΔE to the lowest compared entry with this formula, charge and spin**: 55.7 kcal/mol
**2S+1**: 1
**E_tot**: -1278.3209 hartree

XYZ file:
```
50
C19H23N3O5 | the OMol25 dataset | ωB97M-V with the def2-TZVPD basis set
C -4.82511 4.08708 -4.89495
H -4.13240 4.89604 -5.14472
O -4.98965 3.96129 -3.49997
C -3.92165 3.65649 -2.73672
C -2.62388 3.45820 -3.21243
C -1.60379 3.14437 -2.34107
C -1.83557 3.01475 -0.96575
C -3.14718 3.22115 -0.49980
C -4.16577 3.53496 -1.36162
H -5.17215 3.69195 -1.00743
H -3.35194 3.12734 0.55632
C -0.82545 2.67474 -0.01096
C 0.49790 2.41168 -0.18404
C 1.21219 2.43108 -1.39740
N 1.83156 2.44509 -2.36391
C 1.28105 2.04339 1.01234
O 0.84084 2.03675 2.14163
O 2.53723 1.70121 0.70415
C 3.40642 1.32904 1.76650
C 3.26107 -0.16147 2.10634
O 4.15281 -0.95218 1.88177
N 2.06405 -0.47320 2.65379
C 1.51071 -1.76334 2.90256
O 0.35604 -1.83579 3.25496
N 2.35180 -2.78289 2.71391
H 3.27942 -2.57871 2.35720
C 1.91622 -4.15805 2.76378
H 0.89164 -4.16047 3.13730
C 2.00912 -4.86207 1.40768
H 1.82250 -5.92354 1.58669
H 3.03205 -4.76624 1.03458
C 1.03900 -4.38493 0.31369
C 1.39074 -3.00384 -0.24039
H 0.85899 -2.83287 -1.17436
H 1.09875 -2.21985 0.45246
H 2.45734 -2.91795 -0.43634
C -0.41337 -4.40735 0.78509
H -1.07933 -4.21736 -0.05372
H -0.66627 -5.37627 1.21024
H -0.58931 -3.63875 1.53364
H 1.14160 -5.10400 -0.50913
H 2.54948 -4.69497 3.47900
H 1.40092 0.28170 2.82817
H 3.19386 1.93600 2.65447
H 4.41841 1.51188 1.40228
H -1.16199 2.60240 1.01846
H -0.61118 2.99466 -2.73273
H -2.40165 3.54599 -4.26392
H -4.47325 3.15250 -5.34153
H -5.81282 4.32436 -5.28616
```